The following is a DFT calculation (ωB97M-V with the def2-TZVPD basis set) of a cluster of 2 separate species, C3H12NOS in total.

Results
relative energy (zero: lowest compared OMol25 entry of this formula, charge and spin) = 2.729 eV
gap between HOMO and LUMO = 8.427 eV
total charge = +1
E = -17669.7234 eV

Last columns: bonded neighbours and bond lengths (Å).
CARTESIAN COORDINATES (ANGSTROEM)
1 C -0.237 -0.786 0.719  C2 1.586, N5 1.537, H6 1.134, H7 1.183
2 C -0.735 -0.006 -0.568  C1 1.586, C3 1.507, H8 1.078, H9 1.143
3 C 0.055 1.250 -0.825  C2 1.507, S4 1.934, H10 1.087, H11 1.105
4 S -0.943 2.580 -1.812  C3 1.934, H12 1.291
5 N -1.108 -0.757 1.984  C1 1.537, H13 0.965, H14 1.025, H15 1.122
6 H -0.054 -1.903 0.643  C1 1.134
7 H 0.859 -0.370 0.875  C1 1.183
8 H -1.800 0.165 -0.569  C2 1.078
9 H -0.809 -0.685 -1.485  C2 1.143
10 H 1.078 1.270 -1.191  C3 1.087
11 H 0.320 1.620 0.182  C3 1.105
12 H -1.925 2.399 -0.993  S4 1.291
13 H -0.611 -1.292 2.614  N5 0.965
14 H -1.011 0.192 2.361  N5 1.025
15 H -2.198 -0.685 1.724  N5 1.122
16 H 3.511 -1.082 -0.572  O18 0.898
17 H 2.828 -0.779 -2.000  O18 0.976
18 O 2.780 -1.131 -1.090  H16 0.898, H17 0.976